1.
74
Properties=species:S:1:pos:R:3:forces:R:3:lowdin_charge:R:1 method="wB97M-V/def2-TZVPD" total_charge=-2 energy_ha=-5152.9825 e_lumo_ev=3.7 orbital_gap_ev=6.418 homo_ev=-2.744
Rb -0.107 -0.329 0.263 1.127 0.512 0.318 0.953
O -1.743 -1.840 -2.162 -0.055 -0.022 0.031 -0.059
C -1.427 -2.389 -1.092 -0.287 -0.291 -0.143 -0.769
O -0.268 -2.716 -0.727 -0.063 -0.477 -0.167 -0.202
C -2.594 -2.714 -0.107 0.088 -0.157 -0.030 -0.108
C -2.098 -3.366 1.191 -0.019 -0.068 -0.002 -0.280
C -3.223 -4.177 1.858 0.007 0.034 -0.019 -0.113
C -4.110 -3.040 2.423 0.012 0.014 -0.016 -0.114
C -3.316 -1.799 1.975 -0.066 0.006 0.020 -0.277
O -1.961 -2.252 2.085 0.001 -0.028 -0.041 -0.072
C -3.505 -1.564 0.465 -0.084 0.169 0.077 -0.104
C -3.257 -0.060 0.116 -0.197 -0.085 -0.111 -0.714
O -3.985 0.426 -0.770 -0.005 -0.008 0.060 -0.060
O -2.398 0.539 0.814 -0.607 0.202 0.113 -0.251
H -3.218 -3.418 -0.663 -0.053 0.056 -0.017 0.143
H -1.142 -3.867 1.078 -0.006 0.003 0.001 0.145
H -2.820 -4.802 2.657 -0.002 -0.001 0.002 0.099
H -3.745 -4.822 1.149 0.000 0.008 -0.008 0.103
H -4.176 -3.088 3.512 0.011 0.001 0.001 0.099
H -5.124 -3.042 2.018 -0.005 0.001 0.002 0.103
H -3.450 -0.907 2.579 0.012 0.007 -0.012 0.150
H -4.544 -1.733 0.178 0.026 -0.119 -0.029 0.135
C 1.699 2.511 2.115 0.027 0.002 0.023 -0.224
As 2.727 0.924 2.473 0.345 0.364 0.107 0.903
C 3.642 1.324 4.141 -0.029 -0.045 -0.064 -0.223
C 4.140 0.762 1.172 -0.029 0.032 0.044 -0.216
O 1.816 -0.427 2.599 -0.184 -0.228 -0.050 -0.581
H 2.343 3.389 2.115 0.009 -0.003 -0.011 0.041
H 0.938 2.590 2.891 0.002 -0.013 0.001 0.044
H 1.227 2.444 1.139 -0.004 0.001 -0.006 -0.028
H 4.277 2.204 4.036 -0.011 0.005 -0.015 0.028
H 4.247 0.461 4.416 0.000 0.002 -0.008 0.028
H 2.895 1.495 4.914 -0.009 0.000 -0.009 0.029
H 4.844 1.589 1.264 -0.014 0.019 -0.006 0.040
H 3.709 0.782 0.172 -0.007 -0.004 -0.005 -0.019
H 4.640 -0.188 1.354 -0.007 -0.001 0.012 0.036
C -1.869 0.951 -5.791 -0.017 0.000 -0.009 -0.219
N -0.708 1.665 -5.268 0.004 -0.017 -0.005 -0.156
C -1.069 3.069 -5.104 -0.003 0.019 -0.008 -0.213
N -2.258 3.302 -4.287 -0.002 -0.012 0.003 -0.161
C -3.358 2.521 -4.847 -0.017 0.002 -0.009 -0.219
N -3.082 1.097 -4.996 0.020 0.020 0.010 -0.156
C -2.941 0.441 -3.682 -0.048 0.016 0.032 -0.320
P -1.572 1.119 -2.626 0.187 0.121 -0.113 1.025
C -0.284 1.088 -3.980 -0.006 -0.053 0.014 -0.338
C -2.011 2.913 -2.886 -0.034 -0.022 0.031 -0.324
H -1.624 -0.111 -5.864 0.001 0.000 0.000 0.121
H -2.074 1.337 -6.797 0.005 0.000 0.001 0.112
H -1.261 3.485 -6.100 0.001 0.005 -0.004 0.113
H -0.225 3.601 -4.660 0.002 -0.001 -0.003 0.123
H -3.583 2.927 -5.840 0.004 0.004 0.003 0.111
H -4.235 2.643 -4.208 0.000 -0.002 0.000 0.121
H -2.756 -0.625 -3.813 0.006 0.013 -0.005 0.069
H -3.866 0.540 -3.114 -0.005 -0.008 0.006 0.071
H -0.001 0.043 -4.141 0.011 -0.003 0.011 0.086
H 0.605 1.620 -3.630 -0.035 0.007 -0.006 0.034
H -1.206 3.536 -2.484 0.001 -0.006 -0.017 0.077
H -2.910 3.122 -2.299 0.000 0.000 0.023 0.082
O 6.350 4.952 -3.005 -0.048 -0.038 -0.012 -0.337
S 5.014 4.822 -3.541 0.041 0.001 -0.039 0.606
O 4.569 5.889 -4.404 -0.013 -0.054 0.010 -0.331
N 3.937 4.515 -2.359 0.041 -0.046 -0.059 -0.119
C 3.430 3.302 -2.455 0.107 -0.026 0.153 -0.845
S 2.350 2.594 -1.383 -0.142 0.087 0.017 0.640
C 3.934 2.522 -3.637 0.024 0.021 -0.169 -0.234
C 3.582 1.246 -4.046 0.002 0.033 0.017 -0.033
C 4.176 0.736 -5.193 -0.001 -0.019 -0.009 -0.072
C 5.104 1.483 -5.914 0.011 0.010 -0.004 -0.093
C 5.455 2.765 -5.504 0.026 0.027 -0.022 -0.054
C 4.849 3.255 -4.366 -0.056 0.044 0.113 -0.228
H 2.852 0.683 -3.479 0.013 -0.006 0.002 0.092
H 3.907 -0.255 -5.537 -0.005 -0.002 0.004 0.101
H 5.552 1.063 -6.806 0.001 0.005 -0.002 0.093
H 6.170 3.360 -6.058 -0.001 -0.006 -0.003 0.112

2.
13
Properties=species:S:1:pos:R:3:forces:R:3:nbo_charge:R:1 method="wB97M-V/def2-TZVPD" energy_ha=-249.2585 e_lumo_ev=1.0 orbital_gap_ev=9.328 homo_ev=-8.292
C -1.170 -0.938 0.638 0.053 0.008 0.044 -0.659
C -1.134 0.327 -0.205 -0.232 -0.031 0.111 0.051
N -1.017 1.540 0.325 -0.024 -0.276 -0.083 -0.410
C 0.379 0.971 -0.593 0.348 0.037 -0.222 -0.432
C 1.469 0.120 -0.132 0.407 -0.219 0.167 -0.013
C 2.473 -0.483 0.151 -0.449 0.230 -0.115 -0.218
H -0.542 -0.836 1.525 -0.058 -0.007 -0.136 0.232
H -2.212 -1.054 0.963 0.157 -0.009 -0.052 0.231
H -0.894 -1.834 0.072 0.014 0.155 0.038 0.217
H -1.633 0.180 -1.189 0.060 0.081 0.148 0.145
H 0.586 1.998 -0.262 -0.014 -0.015 -0.066 0.357
H 0.316 1.006 -1.683 -0.037 -0.001 0.164 0.255
H 3.378 -0.998 0.390 -0.225 0.046 0.002 0.243

3.
105
Properties=species:S:1:pos:R:3:forces:R:3:nbo_charge:R:1 method="wB97M-V/def2-TZVPD" total_charge=+2 energy_ha=-4225.0138 e_lumo_ev="-4.9 / -4.9" multiplicity=3 orbital_gap_ev="5.776 / 7.973" homo_ev="-10.654 / -12.891"
Ti -0.280 -0.105 -0.265 1.980 -0.612 -1.105 1.002
O -0.835 0.236 1.528 -0.740 0.587 2.276 -1.003
S -1.674 -1.075 1.602 -0.829 0.356 0.879 1.172
C -1.032 -1.841 3.068 0.235 -0.236 0.035 -0.278
C -1.554 -1.861 4.351 -0.173 0.205 -0.158 -0.127
C -0.981 -2.692 5.300 0.157 -0.130 0.014 -0.190
C 0.095 -3.498 4.957 -0.106 0.005 0.163 -0.168
C 0.666 -3.415 3.696 0.026 0.213 -0.189 -0.185
C 0.137 -2.556 2.738 -0.339 -0.006 0.085 -0.296
P 0.926 -2.204 1.104 0.397 -1.246 0.038 0.835
C 2.624 -2.819 1.466 0.000 0.408 -0.019 -0.337
C 3.300 -2.151 2.495 -0.011 -0.099 -0.031 -0.221
C 4.604 -2.484 2.819 0.008 0.047 -0.002 -0.192
C 5.271 -3.467 2.095 -0.012 0.027 -0.028 -0.200
C 4.622 -4.107 1.050 0.059 -0.084 -0.011 -0.204
C 3.305 -3.788 0.736 -0.212 -0.110 0.023 -0.243
C 0.174 -3.429 -0.034 0.006 0.223 0.058 -0.357
C -0.476 -2.893 -1.151 0.232 0.102 0.417 -0.178
C -1.133 -3.705 -2.057 -0.054 0.067 -0.145 -0.145
C -1.160 -5.076 -1.839 0.029 0.096 -0.008 -0.187
C -0.530 -5.620 -0.728 0.016 -0.115 0.047 -0.188
C 0.137 -4.805 0.175 0.009 0.041 -0.065 -0.189
C -3.369 -0.520 1.760 -0.118 -0.255 -0.250 -0.155
C -4.272 -0.940 2.726 0.104 -0.124 0.169 -0.207
C -5.614 -0.623 2.588 -0.070 0.011 -0.036 -0.182
C -6.070 0.028 1.453 0.021 0.012 -0.046 -0.153
C -5.174 0.398 0.461 0.061 -0.047 0.123 -0.174
C -3.814 0.161 0.615 0.147 -0.013 -0.095 -0.348
P -2.585 0.710 -0.634 -0.511 0.653 -0.250 0.910
C -3.396 0.391 -2.216 0.089 -0.201 0.056 -0.369
C -3.742 -0.940 -2.461 -0.091 0.135 0.017 -0.210
C -4.240 -1.313 -3.697 0.014 -0.012 -0.011 -0.196
C -4.371 -0.362 -4.701 0.000 -0.032 -0.008 -0.203
C -4.016 0.957 -4.463 -0.012 0.023 -0.043 -0.146
C -3.522 1.339 -3.223 -0.052 -0.007 0.136 -0.206
C -2.541 2.513 -0.350 -0.051 -0.058 -0.017 -0.273
C -3.689 3.296 -0.456 0.098 -0.004 -0.010 -0.204
C -3.631 4.657 -0.198 -0.115 0.016 -0.025 -0.204
C -2.432 5.245 0.176 0.032 0.019 0.021 -0.176
C -1.287 4.472 0.292 0.071 0.001 0.022 -0.200
C -1.339 3.113 0.029 -0.252 -0.014 -0.071 -0.193
H -2.379 -1.222 4.625 0.018 -0.031 0.008 0.227
H -1.384 -2.719 6.303 0.002 0.005 0.004 0.242
H 0.511 -4.179 5.688 0.004 -0.003 -0.011 0.240
H 1.536 -4.014 3.464 0.065 0.019 0.018 0.234
H 2.789 -1.381 3.063 0.014 0.006 0.023 0.229
H 5.097 -1.983 3.642 0.018 0.000 -0.012 0.237
H 6.285 -3.739 2.353 0.005 0.001 -0.003 0.238
H 5.130 -4.884 0.492 -0.006 -0.002 0.008 0.233
H 2.796 -4.333 -0.052 0.029 0.041 -0.014 0.231
H -0.475 -1.805 -1.304 -0.119 -0.645 -0.658 0.149
H -1.617 -3.271 -2.923 -0.031 0.002 0.027 0.231
H -1.678 -5.718 -2.538 0.010 -0.024 0.009 0.237
H -0.561 -6.689 -0.562 -0.001 0.005 -0.004 0.237
H 0.627 -5.240 1.038 -0.037 -0.001 0.024 0.227
H -3.965 -1.534 3.572 -0.011 0.014 -0.045 0.228
H -6.311 -0.916 3.362 0.006 -0.035 -0.009 0.239
H -7.126 0.230 1.328 -0.002 0.001 0.020 0.238
H -5.528 0.852 -0.456 -0.044 0.028 0.044 0.234
H -3.632 -1.674 -1.667 -0.027 -0.051 -0.048 0.213
H -4.530 -2.340 -3.881 0.011 -0.001 0.005 0.224
H -4.750 -0.654 -5.671 -0.024 0.021 0.003 0.229
H -4.125 1.695 -5.248 -0.005 -0.005 0.001 0.219
H -3.236 2.367 -3.039 0.004 -0.034 -0.030 0.233
H -4.631 2.849 -0.746 -0.003 0.040 -0.016 0.216
H -4.525 5.260 -0.285 0.000 -0.006 -0.007 0.231
H -2.391 6.305 0.385 -0.006 0.005 -0.013 0.231
H -0.350 4.926 0.587 -0.014 0.011 0.004 0.223
H -0.439 2.520 0.108 0.092 0.027 -0.006 0.201
C 4.536 0.506 -2.880 -0.198 0.304 -0.189 -0.243
C 3.040 0.703 -2.534 -0.109 0.031 0.067 -0.249
N 2.653 -0.179 -1.433 0.152 -0.105 0.129 -0.409
C 2.792 -1.563 -1.879 0.061 0.131 -0.032 -0.254
C 4.248 -1.859 -2.313 -0.294 -0.306 -0.103 -0.251
N 5.054 -0.629 -2.052 0.131 -0.001 -0.018 -0.334
C 4.985 -0.272 -0.601 -0.075 0.117 0.463 -0.251
C 3.515 0.096 -0.282 0.014 -0.016 -0.201 -0.258
H 5.134 1.387 -2.652 0.058 -0.064 0.063 0.233
H 4.681 0.259 -3.931 0.072 -0.097 0.039 0.236
H 2.405 0.488 -3.390 -0.012 -0.012 -0.004 0.249
H 2.841 1.733 -2.247 0.003 0.016 -0.004 0.242
H 2.103 -1.726 -2.708 0.011 0.017 -0.006 0.241
H 2.507 -2.232 -1.076 0.022 -0.041 0.022 0.230
H 4.320 -2.094 -3.374 0.090 0.085 -0.006 0.236
H 4.682 -2.682 -1.746 0.084 0.074 0.048 0.236
H 6.025 -0.808 -2.302 0.014 -0.005 -0.008 0.448
H 5.665 0.557 -0.415 0.047 -0.020 -0.122 0.238
H 5.320 -1.131 -0.018 0.012 -0.066 -0.122 0.238
H 3.422 1.154 -0.038 0.039 -0.004 -0.020 0.228
H 3.175 -0.476 0.574 0.010 -0.022 0.032 0.237
C -1.483 3.865 -4.669 0.100 -0.289 0.120 -1.102
Si 0.123 2.988 -4.236 0.358 0.334 -0.073 1.589
C 0.886 2.189 -5.771 -0.188 0.044 0.192 -1.101
C 1.314 4.300 -3.574 -0.222 -0.178 -0.113 -1.091
C -0.044 1.696 -2.921 0.056 0.086 -0.333 -0.573
C -0.022 0.841 -2.041 -0.296 0.767 -1.179 -0.506
H -1.265 4.680 -5.362 0.045 0.000 -0.005 0.252
H -1.952 4.301 -3.784 0.002 -0.005 0.020 0.241
H -2.202 3.203 -5.154 0.021 0.006 0.015 0.237
H 0.554 2.717 -6.668 0.036 0.018 -0.013 0.252
H 0.594 1.143 -5.880 -0.036 0.009 0.012 0.241
H 1.977 2.241 -5.750 0.003 -0.007 0.040 0.229
H 1.462 5.076 -4.329 0.011 0.017 0.004 0.246
H 2.297 3.892 -3.327 -0.007 -0.040 -0.002 0.215
H 0.911 4.779 -2.680 -0.005 -0.009 0.011 0.241

4.
66
Properties=species:S:1:pos:R:3:forces:R:3:mulliken_spin:R:1 method="wB97M-V/def2-TZVPD" total_charge=+2 energy_ha=-2480.0840 e_lumo_ev="-6.2 / -8.5" multiplicity=5 orbital_gap_ev="7.374 / 4.964" homo_ev="-13.555 / -13.478"
Nd 1.138 0.029 -0.632 -0.694 1.230 0.947 3.015
P 1.330 3.007 -0.935 0.058 1.092 -1.215 -0.002
P 3.010 -2.437 -0.503 0.821 -0.364 0.307 0.001
N -0.723 0.733 -1.733 0.004 -0.998 0.757 0.025
N -0.016 -1.899 -1.457 0.068 -1.196 -0.890 0.466
H -2.359 0.034 -2.908 0.115 -0.117 0.482 0.000
H -2.058 -2.375 -1.877 0.400 -0.093 -0.093 0.022
H -2.498 -0.228 -1.148 0.174 -0.119 -0.414 0.004
C -1.791 -0.244 -1.999 -0.151 0.711 0.510 0.021
H -1.131 -1.824 -3.281 0.344 -0.176 0.429 0.035
C -1.270 -1.671 -2.193 -0.553 0.083 -0.035 -0.069
H -1.313 1.758 -3.540 -0.338 0.653 1.044 0.000
H -0.136 -3.915 -2.018 0.314 0.465 0.148 0.020
C -0.495 1.658 -2.795 0.603 -0.187 -1.130 -0.007
C 0.499 -3.130 -1.562 -0.998 -0.331 -0.161 -0.039
H -0.711 3.582 -2.105 0.403 0.535 -0.030 0.000
C 0.167 3.001 -2.399 -1.240 -0.585 -0.340 0.004
H 0.653 3.434 -3.290 -0.421 0.120 0.574 0.000
H 4.004 -2.722 -1.482 -0.131 0.167 0.239 0.029
H 3.518 -3.313 0.504 -0.058 0.425 -0.241 0.016
H 2.443 3.528 -1.663 -0.070 -0.336 0.464 0.000
H 0.929 4.277 -0.452 0.142 -0.398 0.312 -0.001
O 2.348 0.504 -2.578 -0.318 -1.185 -2.733 -0.003
C 2.154 0.317 -3.835 -0.113 1.999 2.090 -0.003
C 2.337 1.476 -4.749 0.415 0.609 -0.690 -0.001
C 1.879 -0.994 -4.459 -0.487 -0.188 0.425 0.010
H 0.161 1.128 -3.449 1.126 -0.135 -1.116 0.005
H 1.938 2.457 -4.442 0.313 -0.681 0.492 0.001
H 3.433 1.604 -4.865 -0.402 -0.013 -0.078 0.001
H 1.897 1.303 -5.733 0.260 -0.242 0.048 0.000
H 1.332 -1.665 -3.761 0.703 0.276 -0.457 -0.002
H 1.298 -0.896 -5.409 0.844 -0.110 0.728 0.000
H 2.933 -1.309 -4.615 -0.611 -0.551 -0.356 0.000
C 1.756 -3.535 -1.138 -0.535 -0.897 -0.360 0.452
H 1.979 -4.606 -1.264 -0.076 0.569 0.083 0.001
C -1.034 2.963 2.118 0.003 0.144 0.037 -0.001
C -0.502 1.806 2.977 0.355 -0.148 0.017 0.000
C -1.294 1.705 4.282 -0.037 0.271 0.409 0.000
P -0.366 0.259 1.964 -0.020 -0.170 -0.051 0.000
C 0.867 -0.919 2.770 -0.337 0.637 0.218 -0.006
C 0.936 -0.794 4.292 0.370 -0.346 0.413 0.000
C 0.688 -2.379 2.310 0.245 0.093 -0.006 0.016
C -2.008 -0.582 1.997 0.042 -0.155 -0.331 0.002
C -2.376 -1.270 3.302 -0.388 -0.210 0.305 0.000
C -3.131 0.346 1.519 -0.355 0.046 -0.167 0.000
H -2.087 2.808 1.844 0.376 0.092 0.046 0.000
H -0.443 3.104 1.203 -0.235 -0.074 0.243 0.000
H -0.973 3.889 2.707 -0.054 -0.192 -0.183 0.000
H 0.550 2.023 3.238 -0.225 0.018 -0.097 0.001
H -2.374 1.603 4.113 0.315 -0.016 -0.010 0.000
H -0.955 0.902 4.944 -0.152 0.196 -0.236 0.000
H -1.153 2.646 4.833 -0.068 -0.200 -0.119 0.000
H 1.837 -0.542 2.383 -0.156 -0.142 0.087 0.000
H 0.020 -1.143 4.785 0.182 0.116 -0.224 0.000
H 1.755 -1.423 4.668 -0.134 0.116 -0.034 0.000
H 1.145 0.229 4.626 -0.058 -0.237 -0.148 0.000
H 0.253 -2.465 1.301 -0.027 -0.016 0.217 -0.014
H 1.676 -2.862 2.278 -0.295 -0.033 0.153 0.002
H 0.055 -2.942 3.014 0.259 0.190 -0.415 -0.001
H -1.897 -1.364 1.225 -0.047 0.090 0.143 0.002
H -2.438 -0.577 4.145 0.015 -0.148 -0.193 0.000
H -3.365 -1.728 3.190 0.112 0.056 0.029 0.000
H -1.690 -2.074 3.566 -0.042 0.108 0.004 0.000
H -2.875 0.892 0.603 0.073 -0.007 0.190 0.000
H -4.022 -0.254 1.289 0.211 0.098 0.120 0.000
H -3.434 1.076 2.280 0.166 -0.209 -0.154 0.000

5.
39
Properties=species:S:1:pos:R:3:forces:R:3:nbo_charge:R:1 method="wB97M-V/def2-TZVPD" total_charge=+1 energy_ha=-693.6375 e_lumo_ev=-4.6 orbital_gap_ev=7.543 homo_ev=-12.129
C 2.863 -1.278 -0.918 0.658 0.377 0.196 -0.432
N 1.457 -1.627 -1.118 -1.391 0.958 1.029 -0.260
C 1.186 -2.839 -1.888 0.129 -0.716 -0.443 -0.434
C 0.504 -0.870 -0.613 0.697 -1.632 -0.902 0.265
C -0.895 -1.203 -0.711 -1.354 -0.295 -0.024 -0.129
C -1.406 -2.490 -0.384 0.270 0.308 -0.436 -0.175
C -2.740 -2.790 -0.613 0.162 0.071 0.248 -0.203
C -3.620 -1.820 -1.112 0.303 0.093 -0.055 0.064
C -5.053 -2.176 -1.358 -0.213 0.074 -0.089 -0.647
C -3.139 -0.529 -1.377 -0.114 -0.176 0.022 -0.205
C -1.805 -0.213 -1.165 0.547 -0.167 0.267 -0.167
H 3.469 -2.119 -1.255 0.004 0.210 0.180 0.240
H 3.134 -0.392 -1.509 -0.148 -0.272 0.056 0.237
H 3.079 -1.071 0.139 -0.162 -0.154 -0.336 0.239
H 2.106 -3.077 -2.426 -0.288 0.018 -0.030 0.232
H 0.946 -3.701 -1.247 0.134 0.429 -0.159 0.236
H 0.372 -2.691 -2.609 0.174 0.099 0.349 0.250
H 0.792 0.044 -0.119 0.276 0.034 -0.023 0.229
H -0.743 -3.243 0.046 -0.250 0.213 -0.148 0.222
H -3.125 -3.791 -0.393 0.205 0.390 -0.004 0.236
H -5.596 -1.314 -1.750 -0.037 -0.141 0.051 0.230
H -5.132 -2.992 -2.084 0.035 0.114 0.112 0.242
H -5.544 -2.510 -0.437 0.109 0.067 -0.131 0.244
H -3.839 0.218 -1.760 0.352 -0.184 0.162 0.237
H -1.428 0.793 -1.373 -0.212 -0.294 -0.008 0.226
C 2.132 4.020 3.553 0.308 -0.156 0.345 -0.624
C 1.528 3.672 2.213 -0.189 0.670 -0.164 0.088
O 2.125 4.541 1.247 -0.141 -0.680 -0.209 -0.719
C 1.708 2.216 1.789 0.167 0.207 0.323 -0.251
N 1.264 2.050 0.404 0.134 -0.014 -0.213 -0.858
H 1.720 3.404 4.361 0.009 0.032 -0.160 0.210
H 3.220 3.876 3.531 -0.215 0.015 -0.020 0.214
H 1.942 5.068 3.811 -0.002 -0.220 -0.187 0.235
H 0.448 3.882 2.266 -0.013 -0.043 -0.126 0.151
H 1.970 4.120 0.378 -0.035 0.324 0.409 0.478
H 2.785 2.001 1.850 -0.297 -0.178 0.002 0.200
H 1.135 1.563 2.464 0.368 0.094 0.031 0.185
H 1.890 1.486 -0.161 -0.285 0.319 0.160 0.356
H 0.289 1.781 0.327 0.305 0.206 -0.076 0.360